one | Here is a single C7H9N2OP molecule from the OMol25 dataset. Energies are from the ωB97M-V functional and the def2-TZVPD basis.

Output
E_HOMO (Ha): -0.31665
Lowest unoccupied orbital energy (eV): 0.53
Frontier orbital gap (eV): 9.144
Charge: 0
SMILES: O=[P@@]1(n2ccnc2)C=CCC1

Last columns: bonded neighbours and bond lengths (Å).
Atoms and positions in Å:
1 C -2.33 0.53 2.11  C2 1.382, N8 1.368, H12 1.129
2 C -1.16 0.61 1.38  C1 1.382, N9 1.395, H13 1.101
3 C -1.73 -1.49 1.62  N8 1.277, N9 1.379, H14 1.076
4 C 1.96 1.18 -0.91  C5 1.312, C6 1.489, H15 1.007
5 C 1.99 0.36 0.12  C4 1.312, P11 1.834, H16 1.108
6 C 0.83 0.93 -1.85  C4 1.489, C7 1.559, H17 1.041, H18 1.110
7 C 0.31 -0.53 -1.69  C6 1.559, P11 1.758, H19 1.129, H20 1.189
8 N -2.60 -0.80 2.25  C1 1.368, C3 1.277
9 N -0.77 -0.69 1.04  C2 1.395, C3 1.379, P11 2.095
10 O 1.59 -2.38 -0.03  P11 1.460
11 P 0.91 -1.09 -0.14  C5 1.834, C7 1.758, N9 2.095, O10 1.460
12 H -2.98 1.37 2.47  C1 1.129
13 H -0.85 1.63 1.08  C2 1.101
14 H -1.62 -2.57 1.65  C3 1.076
15 H 2.72 1.83 -1.00  C4 1.007
16 H 2.79 0.18 0.87  C5 1.108
17 H 0.05 1.57 -1.59  C6 1.041
18 H 1.08 1.12 -2.91  C6 1.110
19 H -0.81 -0.57 -1.85  C7 1.129
20 H 0.62 -1.20 -2.62  C7 1.189

***

two | Here is 2 unconnected molecules or ions with the total composition C7H9N2OP from the OMol25 dataset. Energies are from the ωB97M-V functional and the def2-TZVPD basis.

Output
E_HOMO (alpha / beta) (Ha): -0.27500 / -0.27501
Lowest unoccupied orbital energy (alpha / beta) (eV): -2.62 / -2.62
Frontier orbital gap (alpha / beta) (eV): 4.860 / 4.861
Charge: 0

Last columns: bonded neighbours and bond lengths (Å).
Atoms and positions in Å:
1 C 1.96 1.03 2.60  C2 1.354, N8 1.394, H12 1.098
2 C 1.71 1.10 1.27  C1 1.354, N9 1.385, H13 1.092
3 C -0.03 0.27 2.20  N8 1.330, N9 1.343, H14 0.993
4 C -0.87 -1.71 -0.99  C5 1.370, C6 1.374, H15 1.058
5 C -2.06 -1.06 -0.79  C4 1.370, P11 1.734, H16 1.060
6 C 0.18 -0.90 -1.32  C4 1.374, C7 1.466, H17 1.082, H18 1.115
7 C -0.21 0.35 -1.97  C6 1.466, P11 1.822, H19 1.166, H20 1.093
8 N 0.85 0.43 3.18  C1 1.394, C3 1.330
9 N 0.41 0.71 1.01  C2 1.385, C3 1.343
10 O -2.91 1.47 -1.86  P11 1.457
11 P -1.89 0.59 -1.30  C5 1.734, C7 1.822, O10 1.457
12 H 2.89 1.24 3.14  C1 1.098
13 H 2.40 1.54 0.54  C2 1.092
14 H -0.92 -0.14 2.36  C3 0.993
15 H -0.89 -2.74 -0.72  C4 1.058
16 H -2.85 -1.69 -0.47  C5 1.060
17 H 0.60 -0.51 -0.39  C6 1.082
18 H 1.12 -1.37 -1.69  C6 1.115
19 H 0.50 1.25 -1.78  C7 1.166
20 H 0.01 0.15 -3.02  C7 1.093

***

Stability, descending: one, two

***

one | Here is a single C3H4BrF molecule from the OMol25 dataset. Energies are from the ωB97M-V functional and the def2-TZVPD basis.

Output
E_HOMO (alpha / beta) (Ha): -0.30628 / -0.30068
Lowest unoccupied orbital energy (alpha / beta) (eV): -0.37 / 0.24
Frontier orbital gap (alpha / beta) (eV): 7.966 / 8.426
Charge: 0

Last columns: bonded neighbours and bond lengths (Å).
Atoms and positions in Å:
1 C -0.03 0.12 0.10  C2 1.561, C3 1.459, H6 1.104, H7 1.183
2 C -0.84 -1.15 0.51  C1 1.561, F4 1.385, H8 1.173
3 C 0.22 1.08 -0.98  C1 1.459, Br5 1.796, H9 1.106
4 F -0.69 -1.67 1.78  C2 1.385
5 Br 0.81 2.67 -0.40  C3 1.796
6 H -0.07 0.77 0.99  C1 1.104
7 H 0.89 -0.58 0.32  C1 1.183
8 H -0.69 -1.99 -0.30  C2 1.173
9 H 0.39 0.75 -2.02  C3 1.106

***

two | Here is a single C3H4BrF molecule from the OMol25 dataset. Energies are from the ωB97M-V functional and the def2-TZVPD basis.

Output
E_HOMO (Ha): -0.38277
Lowest unoccupied orbital energy (eV): 0.77
Frontier orbital gap (eV): 11.185
Charge: 0
SMILES: FC1(Br)CC1

Last columns: bonded neighbours and bond lengths (Å).
Atoms and positions in Å:
1 C -0.46 0.13 -0.73  C2 1.544, C3 1.475, H6 1.215, H7 1.178
2 C -0.51 0.22 0.81  C1 1.544, C3 1.502, H8 1.192, H9 1.104
3 C 0.71 -0.28 0.07  C1 1.475, C2 1.502, F4 1.598, Br5 1.905
4 F 0.92 -1.85 -0.06  C3 1.598
5 Br 2.42 0.55 0.03  C3 1.905
6 H -1.14 -0.69 -1.33  C1 1.215
7 H -0.39 1.15 -1.31  C1 1.178
8 H -0.47 1.35 1.19  C2 1.192
9 H -1.08 -0.58 1.32  C2 1.104

***

Stability, descending: two, one

***

one | Here is 2 unconnected molecules or ions with the total composition C5H15NP from the OMol25 dataset. Energies are from the ωB97M-V functional and the def2-TZVPD basis.

Output
E_HOMO (alpha / beta) (Ha): -0.54654 / -0.48649
Lowest unoccupied orbital energy (alpha / beta) (eV): -5.90 / -4.30
Frontier orbital gap (alpha / beta) (eV): 8.972 / 8.939
Charge: +1

Last columns: bonded neighbours and bond lengths (Å).
Atoms and positions in Å:
1 C 2.83 -0.50 0.16  C4 1.543, H8 1.077, H9 1.141, H10 1.048
2 C -1.60 1.99 0.19  C5 1.529, H11 1.030, H12 1.013, H13 1.015
3 C 0.16 -0.08 -1.80  P7 1.787, H14 1.059, H15 1.087, H16 1.032
4 C 1.49 -1.15 0.58  C1 1.543, P7 1.815, H17 1.046, H18 1.206
5 C -0.50 1.28 0.98  C2 1.529, P7 1.899, H19 1.149, H20 1.114
6 N -2.81 -1.93 0.24  H21 1.016, H22 1.006
7 P 0.04 -0.24 -0.03  C3 1.787, C4 1.815, C5 1.899
8 H 2.69 0.56 0.23  C1 1.077
9 H 3.67 -1.06 0.70  C1 1.141
10 H 2.99 -0.57 -0.87  C1 1.048
11 H -1.34 2.57 -0.63  C2 1.030
12 H -2.36 1.35 0.00  C2 1.013
13 H -1.97 2.73 0.77  C2 1.015
14 H -0.66 0.30 -2.34  C3 1.059
15 H 0.60 -0.89 -2.38  C3 1.087
16 H 0.81 0.61 -2.21  C3 1.032
17 H 1.30 -1.22 1.60  C4 1.046
18 H 1.50 -2.30 0.24  C4 1.206
19 H -0.91 0.91 1.99  C5 1.149
20 H 0.42 1.83 1.28  C5 1.114
21 H -3.28 -1.33 0.91  N6 1.016
22 H -3.10 -2.88 0.39  N6 1.006

***

two | Here is 2 unconnected molecules or ions with the total composition C5H15NP from the OMol25 dataset. Energies are from the ωB97M-V functional and the def2-TZVPD basis.

Output
E_HOMO (Ha): -0.39987
Lowest unoccupied orbital energy (eV): -4.56
Frontier orbital gap (eV): 6.320
Charge: +1

Last columns: bonded neighbours and bond lengths (Å).
Atoms and positions in Å:
1 C 2.03 1.97 0.67  C5 1.523, H8 1.032, H9 1.109, H10 1.050
2 C -2.09 -1.69 -0.79  N6 1.437, H11 1.104, H12 1.061, H13 1.026
3 C -1.52 0.65 -0.47  N6 1.448, H14 1.156, H15 1.119, H16 1.159
4 C -1.55 -0.80 1.39  N6 1.277, H17 1.125, H18 1.112
5 C 1.61 0.51 0.79  C1 1.523, P7 1.716, H19 1.103
6 N -1.69 -0.66 0.13  C2 1.437, C3 1.448, C4 1.277
7 P 2.28 -0.67 -0.26  C5 1.716, H20 1.352, H21 1.423, H22 1.406
8 H 1.21 2.59 0.59  C1 1.032
9 H 2.51 1.82 -0.32  C1 1.109
10 H 2.76 2.32 1.34  C1 1.050
11 H -1.33 -1.81 -1.58  C2 1.104
12 H -2.35 -2.60 -0.30  C2 1.061
13 H -3.00 -1.64 -1.27  C2 1.026
14 H -0.52 0.97 0.02  C3 1.156
15 H -1.49 0.49 -1.58  C3 1.119
16 H -2.44 1.33 -0.30  C3 1.159
17 H -1.43 0.17 1.95  C4 1.125
18 H -1.52 -1.77 1.93  C4 1.112
19 H 1.49 0.04 1.78  C5 1.103
20 H 2.03 -0.06 -1.44  P7 1.352
21 H 1.65 -1.93 -0.15  P7 1.423
22 H 3.63 -0.93 -0.57  P7 1.406

***

Stability, descending: one, two